(1)
DFT (ωB97M-V with the def2-TZVPD basis set) results for a molecular structure, C22H28BF8MnN6O2.

Expectation value of S²   6.015
2S+1   5
Energy relative to the best compared isomer or geometry (same formula, charge and spin)   1.8627 eV
Kohn-Sham gap (alpha / beta)   9.645 / 7.017 eV

XYZ file:
```
68
C22H28BF8MnN6O2 (ωB97M-V with the def2-TZVPD basis set)
Mn -0.014 0.062 -0.012
F 1.705 4.071 3.120
F 2.416 -1.245 -2.053
F -0.154 4.385 2.043
F 3.805 1.827 -2.184
F 4.506 -0.055 -3.016
F 1.756 0.669 -1.214
F 1.663 3.898 0.969
F 3.125 1.180 -4.123
O 0.521 1.535 1.130
O 0.336 1.750 3.365
N -1.891 -1.957 0.702
N 0.464 -2.844 0.410
N -1.811 -0.598 0.818
N -0.894 -2.148 -1.593
N 1.123 -1.705 0.740
N -0.721 -0.817 -1.726
C 2.374 -3.484 1.288
C -2.977 -2.399 1.347
C -0.778 -0.523 -3.025
C -3.253 1.221 1.837
C 2.817 -0.733 3.309
C -2.870 -0.203 1.527
C -0.752 0.887 -3.566
C 1.191 -3.916 0.731
C -2.002 1.110 -4.426
C 3.290 -1.157 1.917
C -1.050 -2.703 -2.799
C 3.463 0.766 -2.905
C 0.972 3.640 2.090
C 2.286 -2.087 1.291
C 3.656 0.055 1.065
C -0.656 1.982 -2.500
C 2.284 0.028 -2.252
C -2.711 2.249 0.851
C -2.930 1.580 3.290
C -3.634 -1.323 1.890
C -0.976 -1.707 -3.752
C 0.583 2.146 2.248
B -0.947 -2.794 -0.184
H 3.964 -0.238 0.058
H -2.895 1.093 -3.797
H -1.856 1.559 3.471
H -3.398 0.876 3.979
H -1.175 2.879 -2.841
H 0.120 0.958 -4.225
H -3.159 2.124 -0.137
H -1.155 1.699 -1.569
H -2.938 3.256 1.202
H 2.707 -1.599 3.963
H 0.365 2.280 -2.267
H -3.302 2.579 3.521
H -1.631 2.192 0.751
H -1.084 -1.812 -4.817
H 2.820 0.749 0.998
H -1.950 2.081 -4.920
H 1.854 -0.229 3.264
H 4.485 0.595 1.524
H -2.115 0.343 -5.191
H -4.343 1.225 1.733
H 3.181 -4.083 1.672
H 0.808 -4.905 0.547
H -1.375 -3.913 -0.293
H -3.208 -3.450 1.354
H -4.550 -1.324 2.454
H 4.192 -1.764 2.043
H 3.536 -0.052 3.768
H -1.215 -3.763 -2.891
```

These are the natural (NBO) partial charges, in e, on atoms 1 to 5: Mn 1.357; F -0.312; F -0.264; F -0.327; F -0.292

---

(2)
DFT (ωB97M-V with the def2-TZVPD basis set) results for 2 unconnected molecules or ions with the total composition C4H4NO4 in a non-equilibrium geometry.

Charge   -1
Energy relative to the best compared isomer or geometry (same formula, charge and spin)   0.0000 eV
Kohn-Sham gap   6.431 eV

XYZ file:
```
13
C4H4NO4 (ωB97M-V with the def2-TZVPD basis set)
O 0.851 -0.898 1.399
O -2.341 -2.372 -1.460
O 1.425 3.426 -0.560
O -1.483 -3.020 0.570
N -0.510 -0.311 -0.318
C 0.437 0.061 0.418
C 1.135 1.243 0.457
C 0.932 2.284 -0.506
C -1.830 -2.625 -0.453
H 0.157 -1.590 1.431
H -0.859 0.384 -0.914
H 2.016 1.276 1.168
H 0.070 2.140 -1.229
```

These are the natural (NBO) partial charges, in e, on atoms 1 to 5: O -0.741; O -0.541; O -0.703; O -0.559; N -0.907

---

(3)
DFT (ωB97M-V with the def2-TZVPD basis set) results for 9 unconnected molecules or ions with the total composition C18H42ClN2O13 in a non-equilibrium geometry.

Charge   -1
Kohn-Sham gap   5.018 eV

XYZ file:
```
76
C18H42ClN2O13 (ωB97M-V with the def2-TZVPD basis set)
Cl 1.767 0.500 2.845
O 1.304 3.466 -0.204
O 5.028 1.402 -3.299
O 2.668 0.799 -2.058
O -4.074 1.054 1.480
O 5.611 -3.077 -4.383
O -0.486 3.749 2.640
O -2.429 0.169 -0.628
O 1.322 5.160 -2.705
O -1.509 1.058 2.531
O -0.524 -1.850 -2.254
O 2.817 -3.481 -3.758
O -0.778 -4.220 2.555
O 1.061 -2.902 0.061
N 0.707 -0.057 -0.258
N 3.337 3.432 -1.801
C -4.418 -0.141 0.798
C 0.186 4.005 -0.868
C 0.470 5.342 -1.565
C -0.759 -3.061 -1.554
C 3.413 -2.394 -3.531
C 0.538 -3.653 -1.024
C 3.238 -0.101 -2.733
C 4.854 -2.163 -3.965
C -2.931 -3.383 2.673
C -1.880 2.010 3.515
C -0.621 -2.839 2.870
C -3.246 -0.762 0.081
C -2.009 -2.230 3.088
C 5.349 -0.861 -3.920
C -1.815 3.451 3.008
C 4.607 0.228 -3.365
C -2.084 -4.609 2.969
C 2.733 -1.395 -2.862
H 0.099 3.554 3.381
H -1.469 -2.839 -0.751
H 3.105 2.415 -1.800
H 1.037 0.117 0.706
H 3.884 3.547 -0.954
H -2.581 -1.193 0.836
H -0.554 0.884 2.653
H -0.028 -2.679 3.774
H 1.468 -3.541 0.652
H -2.085 -4.836 4.044
H -3.864 -3.423 3.241
H 0.389 -4.715 -0.808
H -2.887 1.786 3.885
H 2.470 3.974 -1.871
H -2.433 -5.531 2.503
H -0.649 4.171 -0.186
H -0.272 0.232 -0.260
H -0.507 5.685 -1.923
H 0.759 -1.065 -0.439
H -2.253 -1.407 2.419
H -3.196 -3.373 1.613
H -2.478 3.554 2.150
H -4.880 -0.877 1.464
H 0.810 6.118 -0.875
H -2.760 0.174 -1.532
H 1.166 3.454 0.758
H -1.206 1.845 4.365
H -3.569 -1.534 -0.622
H 1.273 5.961 -3.233
H -0.470 -1.986 -3.202
H 1.718 -1.509 -2.500
H -0.108 -2.345 2.048
H -2.246 -1.983 4.121
H 3.849 3.656 -2.651
H 1.226 -3.634 -1.882
H -3.110 1.109 1.633
H -5.205 0.163 0.099
H 6.350 -0.647 -4.263
H -2.160 4.078 3.841
H 1.313 0.455 -0.930
H -0.170 3.309 -1.628
H -1.218 -3.768 -2.254
```

These are the Löwdin partial charges, in e, on atoms 1 to 5: Cl -0.383; O -0.078; O -0.072; O -0.111; O -0.078

---

(4)
DFT (ωB97M-V with the def2-TZVPD basis set) results for a single C21H22F2N2O3 molecule.

Energy relative to the best compared isomer or geometry (same formula, charge and spin)   0.1790 eV
Kohn-Sham gap   8.579 eV

XYZ file:
```
50
C21H22F2N2O3 (ωB97M-V with the def2-TZVPD basis set)
F 0.437 -0.779 0.217
F 0.151 2.168 2.184
O -4.299 0.147 1.686
O 2.693 -2.125 1.536
O 3.208 -0.897 -0.788
N 1.145 2.679 -0.498
N 3.201 1.183 0.065
C -0.076 2.119 -0.215
C -2.166 1.185 -1.063
C 1.886 2.253 -1.674
C 3.074 -0.161 0.168
C -2.627 0.920 0.226
C -0.267 -2.855 -0.586
C 2.791 -0.722 1.566
C -4.707 -0.282 -0.631
C -0.123 -4.223 -0.704
C -3.910 0.258 0.543
C 0.952 -4.845 -0.090
C 2.010 3.249 0.506
C -0.584 1.877 1.072
C 2.951 2.170 1.092
C 3.289 1.767 -1.257
C -0.941 1.776 -1.269
C 0.652 -2.122 0.142
C -5.953 -1.026 -0.171
C -1.809 1.301 1.291
C 1.745 -2.721 0.765
C 1.867 -4.106 0.629
H 3.899 2.628 1.402
H 1.360 1.423 -2.145
H 2.493 1.710 1.963
H -2.136 1.112 2.302
H -0.841 -4.795 -1.270
H -4.987 0.560 -1.268
H 1.971 3.079 -2.391
H -5.676 -1.871 0.456
H -2.769 0.942 -1.924
H -1.088 -2.327 -1.046
H -6.587 -0.367 0.417
H 4.011 2.587 -1.229
H 1.883 -0.275 1.988
H -0.636 1.992 -2.280
H 1.080 -5.913 -0.174
H 3.636 -0.511 2.228
H 1.429 3.721 1.295
H 2.711 -4.576 1.108
H 3.643 1.001 -1.947
H -4.064 -0.945 -1.214
H 2.597 4.032 0.013
H -6.518 -1.391 -1.025
```

These are the natural (NBO) partial charges, in e, on atoms 1 to 5: F -0.357; F -0.352; O -0.551; O -0.473; O -0.620

---

(5)
DFT (ωB97M-V with the def2-TZVPD basis set) results for a molecular structure, C30H29IN2SiTi in a non-equilibrium geometry.

Expectation value of S²   2.033
2S+1   3
Kohn-Sham gap (alpha / beta)   5.262 / 6.252 eV

XYZ file:
```
64
C30H29IN2SiTi (ωB97M-V with the def2-TZVPD basis set)
I 0.305 2.668 -2.230
Ti 0.559 0.930 -0.274
Si 0.105 -0.508 2.083
N -1.531 0.515 -0.431
N 0.654 -0.978 -1.134
C -2.549 1.301 -0.015
C -1.917 0.612 3.835
C -0.510 -3.278 1.784
C 2.599 1.286 -0.174
C -1.412 2.099 5.689
C 0.336 -3.658 -1.770
C -1.032 -1.976 1.786
C -0.594 -1.448 -1.461
C -3.047 -0.870 -1.650
C -3.853 1.026 -0.419
C 1.507 2.119 0.968
C 2.838 -1.480 2.115
C -4.102 -0.068 -1.245
C -2.729 -4.208 1.479
C -3.254 -2.914 1.435
C 1.559 -1.765 4.150
C -0.053 2.042 5.357
C 3.945 -2.071 2.733
C -1.738 -0.568 -1.237
C 1.647 -1.294 2.826
C 2.656 -2.386 4.756
C 1.737 -1.793 -1.194
C -1.353 -4.385 1.638
C 0.371 1.272 4.268
C 1.589 -3.146 -1.459
C -2.407 -1.811 1.574
C -0.758 -2.800 -1.800
C -2.341 1.390 4.919
C -0.556 0.532 3.507
C 3.855 -2.533 4.051
H -0.923 -5.388 1.656
H 4.876 -2.180 2.173
H 2.567 -2.749 5.782
H -4.323 -2.751 1.291
H -2.650 0.053 3.258
H -5.117 -0.299 -1.576
H 2.218 0.741 -1.118
H 0.631 -1.646 4.716
H -2.269 2.140 0.622
H 2.472 -3.783 -1.412
H 0.779 1.389 1.570
H 2.169 2.425 1.790
H 1.437 1.237 4.021
H 2.901 -1.182 1.066
H -1.743 2.695 6.540
H 0.563 -3.432 1.916
H 3.247 0.636 0.421
H -4.660 1.678 -0.088
H -1.758 -3.165 -2.011
H -3.198 -1.742 -2.282
H -3.391 -5.071 1.383
H 0.682 2.591 5.945
H 2.700 -1.321 -1.010
H -2.828 -0.809 1.500
H 3.180 2.122 -0.582
H -3.403 1.435 5.162
H 1.010 2.989 0.506
H 0.200 -4.718 -1.987
H 4.715 -3.009 4.525
```

These are the natural (NBO) partial charges, in e, on atoms 1 to 5: I -0.417; Ti 0.508; Si 1.122; N -0.472; N -0.489

---

(6)
DFT (ωB97M-V with the def2-TZVPD basis set) results for a single CH3N3O molecule in a non-equilibrium geometry.

Energy relative to the best compared isomer or geometry (same formula, charge and spin)   4.0947 eV
Kohn-Sham gap   10.731 eV

XYZ file:
```
8
CH3N3O (ωB97M-V with the def2-TZVPD basis set)
O -1.277 0.895 0.032
N 0.142 1.056 -0.135
N -1.590 -0.403 0.113
N -0.651 -1.161 0.021
C 0.589 -0.480 -0.176
H 0.986 -0.679 -1.172
H 1.317 -0.720 0.596
H 0.484 1.493 0.721
```

These are the natural (NBO) partial charges, in e, on atoms 1 to 5: O -0.226; N -0.354; N 0.176; N -0.205; C -0.152

---

(7)
DFT (ωB97M-V with the def2-TZVPD basis set) results for a molecular structure, C28H28N8O4PdSSe.

Expectation value of S²   2.005
2S+1   3
Energy relative to the best compared isomer or geometry (same formula, charge and spin)   0.0000 eV
Kohn-Sham gap (alpha / beta)   7.415 / 7.399 eV

XYZ file:
```
71
C28H28N8O4PdSSe (ωB97M-V with the def2-TZVPD basis set)
Pd 0.105 0.316 0.680
Se 6.146 -3.943 -0.977
S 2.020 1.029 -1.791
O -1.321 4.088 -0.097
O -1.203 1.961 0.544
O 2.395 -0.351 -1.501
O 3.071 1.919 -2.213
N -1.397 -0.866 -0.270
N 0.043 -1.926 -1.707
N 4.450 -4.462 -0.776
N 2.050 -0.306 1.896
N 5.907 -2.433 -0.057
N 0.606 -2.521 1.403
N -2.223 -2.362 -1.893
N 1.224 1.577 -0.546
C 0.320 -4.679 0.413
C 0.672 2.931 -0.638
C 4.123 0.889 2.001
C -0.797 -2.912 -3.778
C -3.599 -2.228 -1.443
C -2.743 -0.664 0.259
C 1.880 -2.529 1.003
C -0.726 3.030 -0.016
C 4.655 -2.400 0.306
C -1.781 0.496 -6.502
C 0.536 0.608 -5.510
C -0.491 1.018 -2.966
C 2.756 0.774 2.222
C -0.847 0.672 -5.336
C 0.879 0.937 -3.157
C -0.146 -3.566 1.107
C 4.055 -1.291 1.037
C 1.396 0.749 -4.434
C -1.213 -1.696 -1.268
C -1.916 -3.390 -2.873
C -1.342 0.889 -4.056
C 2.442 -3.597 0.297
C 1.637 -4.695 0.004
C 3.847 -3.530 -0.090
C 2.693 -1.336 1.330
C -3.797 -0.866 -0.812
C 0.423 -2.621 -2.925
C 4.775 -0.152 1.381
H -3.849 -3.020 -0.725
H 0.942 0.463 -6.503
H -2.071 -0.552 -6.614
H 5.828 -0.099 1.139
H -2.693 1.077 -6.367
H 1.317 3.637 -0.110
H -1.312 0.806 -7.435
H 2.468 0.723 -4.578
H 1.137 -1.996 -3.463
H -0.341 -5.511 0.212
H 4.643 1.795 2.278
H -4.797 -0.791 -0.384
H -3.696 -0.087 -1.572
H -1.638 -4.331 -2.380
H -2.413 0.972 -3.902
H 2.199 1.592 2.665
H -2.922 -1.358 1.091
H 0.600 3.283 -1.670
H 2.059 -5.534 -0.534
H -2.827 -3.576 -3.442
H -0.902 1.188 -1.978
H -4.246 -2.360 -2.312
H 0.773 -1.345 -1.308
H -0.555 -3.672 -4.522
H 0.929 -3.557 -2.665
H -1.178 -3.521 1.441
H -1.119 -2.009 -4.300
H -2.791 0.349 0.655
```

These are the Löwdin partial charges, in e, on atoms 1 to 5: Pd 1.075; Se 1.110; S 0.557; O 0.043; O -0.163

---

(8)
DFT (ωB97M-V with the def2-TZVPD basis set) results for a molecular structure, C12H23BCsF4N4O3S in a non-equilibrium geometry.

Charge   -1
Energy relative to the best compared isomer or geometry (same formula, charge and spin)   1.2828 eV
Kohn-Sham gap   7.665 eV

XYZ file:
```
49
C12H23BCsF4N4O3S (ωB97M-V with the def2-TZVPD basis set)
Cs -0.269 -1.186 -0.086
S 8.211 -0.191 -0.413
F -4.350 -2.541 -0.673
F -4.627 -2.497 1.614
F -2.661 -1.747 0.673
F -4.589 -0.524 0.417
O 1.872 -2.127 1.674
O 1.976 -2.109 -0.553
O 1.407 -0.081 3.408
N 6.793 -1.636 1.255
N 3.037 1.105 -0.493
N -2.371 1.588 -0.117
N 0.367 2.602 -0.648
C 0.286 -0.624 4.085
C 5.129 0.246 -1.259
C 3.876 0.791 -1.475
C 5.511 -0.029 0.050
C 0.175 3.043 0.731
C 4.630 0.282 1.079
C 2.191 -2.626 0.564
C 2.862 -4.006 0.598
C -1.258 3.518 0.979
C 6.819 -0.663 0.333
C 3.412 0.861 0.758
C -2.280 2.388 1.101
B -4.086 -1.839 0.511
H -1.550 4.187 0.160
H 0.375 2.193 1.391
H -1.286 4.100 1.904
H 3.482 -4.095 1.490
H 0.866 3.851 1.020
H 0.344 3.398 -1.275
H 4.879 0.088 2.115
H 1.667 -0.753 2.749
H 1.271 2.153 -0.748
H 3.520 0.971 -2.483
H 2.698 1.107 1.536
H 2.083 -4.769 0.647
H -2.623 2.183 -0.897
H -3.110 0.893 -0.010
H 3.451 -4.161 -0.304
H 0.503 -1.619 4.485
H -0.582 -0.707 3.424
H 0.038 0.044 4.910
H -1.973 1.722 1.913
H -3.242 2.833 1.396
H 5.792 0.005 -2.077
H 5.917 -1.980 1.617
H 7.644 -2.128 1.461
```

These are the Löwdin partial charges, in e, on atoms 1 to 5: Cs 1.409; S 0.630; F 0.094; F 0.106; F -0.194

---

(9)
DFT (ωB97M-V with the def2-TZVPD basis set) results for a single C6H13N5O molecule in a non-equilibrium geometry.

Energy relative to the best compared isomer or geometry (same formula, charge and spin)   5.0017 eV
Kohn-Sham gap (alpha / beta)   6.310 / 6.311 eV

XYZ file:
```
25
C6H13N5O (ωB97M-V with the def2-TZVPD basis set)
O -0.053 -2.793 1.977
N 1.213 0.611 -1.693
N -1.456 -0.272 1.419
N 1.716 -1.446 -0.583
N 1.324 -2.192 0.375
N -0.236 -0.711 1.015
C 0.200 -1.860 1.245
C 0.475 1.022 -2.869
C 2.272 1.591 -1.374
C 1.180 -0.554 -1.194
C -1.679 1.159 1.297
C -2.297 -1.090 2.179
H -2.688 1.370 1.069
H -1.541 1.791 2.277
H 1.027 0.779 -3.860
H 3.017 1.651 -2.240
H -3.050 -1.628 1.463
H -1.033 1.443 0.526
H -1.759 -1.827 2.743
H 1.716 2.527 -1.334
H -0.441 0.442 -2.786
H 1.868 -3.008 0.539
H -2.807 -0.518 2.924
H 0.272 2.096 -2.694
H 2.758 1.415 -0.422
```

These are the natural (NBO) partial charges, in e, on atoms 1 to 5: O -0.740; N -0.396; N -0.281; N -0.144; N -0.351